1.
Here is 3 unconnected molecules or ions with the total composition C2H9NO4 at a distorted geometry from the Open Molecules 2025 dataset. Energies are from the ωB97M-V functional and the def2-TZVPD basis.

Each line ends with the Löwdin charge.
CARTESIAN COORDINATES (ANGSTROEM)
O: -0.72715 -0.23470 0.39652  0.11
C: -0.06882 -0.45712 -0.61956  -0.39
O: -0.72223 -0.24346 -1.80980  0.16
C: 1.38995 -0.84616 -0.60663  -0.08
N: 2.23309 -1.38889 0.37659  0.28
H: -1.68385 -0.12659 -1.68399  0.14
H: 1.92211 -0.01020 -1.06456  0.18
H: 1.22146 -1.76162 -1.24380  0.21
H: 1.76602 -2.12706 0.89309  0.16
H: 2.76012 -0.61652 0.90920  0.20
H: 0.81620 2.26022 1.85021  0.07
H: 0.67534 0.74570 1.40194  0.01
O: 1.15671 1.35868 2.03738  -0.07
H: -2.51250 0.47071 0.27544  0.01
H: -3.67130 1.63058 0.16019  0.10
O: -2.81384 1.25408 -0.22119  -0.09

Forces on the atoms, in the same order (eV/Å):
2.681 -1.335 -0.958
-6.584 2.379 1.590
3.349 -1.424 0.681
1.996 -1.343 -2.169
-1.987 3.214 1.543
0.080 0.421 0.553
-0.128 -0.148 -0.532
0.416 0.556 -0.621
0.758 -0.537 0.450
-0.305 -1.808 -0.607
0.242 -0.836 0.097
0.290 1.541 1.510
-0.586 -0.742 -1.499
-0.781 0.855 0.233
1.862 -1.163 -0.660
-1.304 0.370 0.391

Results
total charge: +1
multiplicity: 2
LUMO energy (spin up / spin down): -0.150 / -0.358 Eh
electronic energy: -11889.735 eV
energy relative to the best compared isomer or geometry (same formula, charge and spin): 1.705 eV
molar mass: 111.10 g mol⁻¹
orbital gap (spin up / spin down): 10.73 / 5.08 eV


2.
Here is a single C16H15N3O2 molecule at a distorted geometry from the Open Molecules 2025 dataset. Energies are from the ωB97M-V functional and the def2-TZVPD basis.

Each line ends with the Löwdin charge.
CARTESIAN COORDINATES (ANGSTROEM)
C: -0.76279 -3.47776 0.46357  -0.05
C: -0.55925 -2.84037 -0.84202  0.02
C: -1.19206 -1.52935 -1.08063  0.00
C: -2.03722 -1.07001 -0.05864  -0.20
O: -2.81140 0.17259 -0.22470  -0.07
C: -2.35386 1.00992 -1.15489  -0.24
C: -2.64709 2.67695 -0.59895  -0.07
C: -1.78942 2.52391 0.57732  -0.18
C: -0.34711 2.51514 0.56203  -0.42
N: 0.19339 1.24978 0.32862  0.23
C: 1.45255 1.53908 0.40251  -0.43
C: 2.65073 0.66019 0.07127  -0.16
C: 3.85316 0.94044 0.05187  -0.06
C: 4.75330 -0.14017 -0.29017  -0.08
N: 4.35561 -1.32157 0.00740  0.02
C: 3.19863 -1.61854 0.10027  -0.24
C: 2.13337 -0.74442 0.36752  0.09
N: 1.77287 2.69942 0.29247  0.22
O: 0.47634 3.37559 0.48139  0.15
C: -2.17946 -1.87762 1.03801  -0.10
C: -1.62676 -2.99651 1.44213  -0.09
H: -0.26958 -4.21724 0.57551  -0.01
H: -0.16608 -3.33529 -1.63420  0.06
H: -1.29241 -1.27575 -2.04295  0.07
H: -1.37432 0.88682 -1.54773  0.09
H: -2.98621 0.93945 -2.01608  0.10
H: -2.36622 3.28062 -1.48427  0.13
H: -3.63490 2.75634 -0.46462  0.06
H: -2.28215 1.98408 1.55446  0.19
H: -1.90301 3.69751 1.09314  0.18
H: 4.21258 2.09136 -0.14524  0.18
H: 5.86086 -0.11356 -0.35917  0.12
H: 3.06954 -2.76934 0.06977  0.13
H: 1.16717 -0.91334 0.10716  0.03
H: -2.81577 -1.22257 1.84737  0.17
H: -1.75304 -3.53581 2.51047  0.17

Forces on the atoms, in the same order (eV/Å):
-4.469 8.848 -4.098
-3.757 3.355 4.777
-0.023 -4.341 3.849
0.497 0.878 -2.525
1.265 -4.319 3.034
-2.170 4.250 -2.240
4.632 -5.412 -3.649
-2.638 7.022 6.882
-2.853 -10.073 -2.439
-3.532 0.550 2.502
3.100 -4.581 -3.128
-12.464 -5.503 4.620
10.667 4.903 -3.911
1.281 2.376 3.063
9.201 0.303 -2.602
-10.584 -5.343 2.469
6.010 2.395 -3.426
1.263 8.233 1.044
4.500 5.759 -0.087
-5.086 7.097 4.211
2.270 -3.475 1.188
6.044 -9.788 1.651
1.662 -1.405 -1.983
0.131 1.675 -3.397
1.154 -0.016 0.487
-0.595 -0.114 -0.939
0.435 0.009 0.974
-3.566 0.258 1.074
1.453 0.570 -3.031
0.123 -2.486 -0.793
-0.852 -2.975 0.803
-0.823 0.935 -0.423
-0.656 1.600 0.329
-2.867 -0.821 0.294
1.091 -1.919 -1.729
0.159 1.555 -2.850

Results
total charge: 0
LUMO energy: 0.014 Eh
electronic energy: -25388.823 eV
structure (SMILES): c1ccc(OCCCc2nc(-c3ccncc3)no2)cc1
energy relative to the best compared isomer or geometry (same formula, charge and spin): 12.724 eV
molar mass: 281.31 g mol⁻¹
orbital gap: 9.00 eV


3.
Here is a molecular structure, C2H5O3Sr at a distorted geometry from the Open Molecules 2025 dataset. Energies are from the ωB97M-V functional and the def2-TZVPD basis.

Each line ends with the Löwdin charge.
CARTESIAN COORDINATES (ANGSTROEM)
H: 0.20528 -1.75133 1.68946  0.13
O: -1.00070 -1.49666 0.07554  -0.22
O: -1.95748 -0.73924 0.77986  -0.42
C: 0.19072 -1.56434 0.60847  0.05
H: 0.80142 -2.29996 0.07372  0.12
Sr: -2.43854 0.83473 -0.86889  1.76
O: -0.33381 1.73142 -1.02272  -0.50
C: 0.88132 1.48377 -0.55378  -0.22
H: 1.70912 1.79346 -1.21688  0.10
H: 1.01511 1.91882 0.45467  0.08
H: 0.92755 0.08934 -0.01947  0.14

Forces on the atoms, in the same order (eV/Å):
0.309 1.525 0.028
1.106 0.556 -0.457
0.017 -0.030 0.253
-1.315 -1.379 -0.469
0.135 0.781 -0.349
0.699 0.140 0.146
0.105 -1.069 -0.069
-1.345 0.467 1.513
-0.079 -1.218 0.065
0.270 -0.369 -0.252
0.098 0.597 -0.408

Results
total charge: +1
LUMO energy (spin up / spin down): -0.188 / -0.188 Eh
electronic energy: -9121.662 eV
energy relative to the best compared isomer or geometry (same formula, charge and spin): 1.662 eV
molar mass: 164.68 g mol⁻¹
orbital gap (spin up / spin down): 7.67 / 7.67 eV


4.
Here is a single C4H5NO3 molecule at a distorted geometry from the Open Molecules 2025 dataset. Energies are from the ωB97M-V functional and the def2-TZVPD basis.

Each line ends with the Löwdin charge.
CARTESIAN COORDINATES (ANGSTROEM)
C: 0.06063 -0.52771 0.69126  -0.08
C: -0.88313 2.30914 -0.68242  -0.12
C: 1.18478 -0.74540 1.45848  -0.60
C: -0.91373 0.81138 -1.08686  -0.15
N: 0.18806 0.19704 -0.41860  0.01
O: 2.20361 -0.10212 1.30367  0.07
O: 1.02199 -1.59167 2.48642  0.10
O: 0.05746 3.01655 -0.58519  0.08
H: -1.84059 0.39178 -0.84251  0.09
H: -0.88250 1.05486 -2.18289  0.14
H: 1.85409 -1.58038 2.97777  0.13
H: 1.11123 0.73660 -0.24742  0.18
H: -0.71083 -1.32712 0.85862  0.15

Forces on the atoms, in the same order (eV/Å):
-3.105 -2.952 -0.047
-0.099 1.256 0.425
1.150 1.023 1.335
1.614 2.144 -0.482
1.932 1.022 -0.442
1.225 0.263 -0.183
-0.044 -0.600 0.228
-0.619 -0.824 -0.054
-1.165 -0.754 0.371
0.528 -1.228 0.577
0.034 -0.017 0.022
-1.673 -0.658 -1.131
0.222 1.325 -0.620

Results
total charge: 0
LUMO energy (spin up / spin down): -0.015 / -0.012 Eh
electronic energy: -11858.589 eV
energy relative to the best compared isomer or geometry (same formula, charge and spin): 3.412 eV
molar mass: 115.09 g mol⁻¹
orbital gap (spin up / spin down): 7.79 / 7.48 eV


Question: Which value of energy relative to the best compared isomer or geometry (same formula, charge and spin) does entry 3 give?
Answer: 1.662 eV